# 1
# C14H13Cl2N3O2S2

A structure of composition C14H13Cl2N3O2S2 at a distorted geometry (ωB97M-V with the def2-TZVPD basis set, OMol25).

Properties
- orbital gap (eV) = 7.96
- charge = 0

Structure (XYZ):
```
36
Properties=species:S:1:pos:R:3:forces:R:3
Cl 1.894588 2.821312 -1.977585 0.5565 -1.2168 1.7919
Cl -0.609538 2.811654 -0.205675 -1.2851 1.2969 0.9455
S -0.129441 -2.239279 4.109804 1.9527 0.7189 -2.7061
S -2.537642 1.619235 -2.486256 3.6067 -1.5351 4.1075
O -3.265929 0.953780 -3.454539 -1.5389 -1.7839 -3.2625
O -3.224363 2.518522 -1.647725 -0.4991 0.9179 1.4213
N 0.946364 -2.315033 1.601800 9.5653 5.2572 -1.0480
N 1.618421 -0.354571 2.999444 -1.3358 -5.5114 4.3242
N -1.210666 2.281401 -3.106640 -1.1289 -0.8634 -3.9586
C -0.673976 -0.477740 -1.853550 9.3940 -4.5347 -6.4675
C -0.159384 -1.460593 -1.020042 4.9528 -1.2753 -9.7396
C 2.788181 1.046252 -0.017075 9.3480 2.0180 -9.8351
C -2.244763 -0.013134 -0.173197 1.0537 -3.6933 1.3310
C 1.700711 0.428507 1.953663 -0.0176 1.5446 -5.6443
C -1.552307 0.251870 -1.497867 -14.1658 8.3980 6.9461
C -1.711360 -1.215384 0.559007 -3.1060 3.1512 -0.1409
C -0.679085 -1.984228 -0.013588 -2.2666 0.1207 6.5589
C 0.545529 1.229509 1.577826 -0.2043 -1.7109 6.7414
C 0.908847 -1.748978 2.710637 -2.7287 3.2536 9.0040
C 2.697095 0.219824 0.910208 -1.6473 -5.8555 11.6646
C 0.623700 1.987807 0.569755 3.7926 1.9280 -9.1921
C 1.904200 1.809052 -0.476484 -8.2546 5.7456 0.5003
C 0.140974 -2.897921 0.816923 -10.4572 -9.0226 -2.1194
H 1.295663 -0.013448 3.997185 0.4989 -1.0728 -3.0147
H -0.300477 1.389991 2.342965 1.2289 -0.6764 -1.3471
H 0.530987 -2.166458 -1.631843 -0.1956 1.3773 1.3184
H 1.667666 -1.732285 0.999332 -1.1248 -1.0909 0.9035
H 3.457153 -0.508410 1.240684 -0.0702 0.6002 -0.5405
H -2.138930 -1.520059 1.568360 0.4176 0.5499 -1.4708
H -3.225823 0.423821 0.288948 2.2809 -0.2872 -1.3570
H -0.831561 3.111383 -2.697261 -0.0288 0.5152 -0.2079
H -0.244232 -0.231166 -2.903406 -0.2387 -0.9066 1.8330
H -0.804483 -3.445209 1.593272 2.8686 1.3113 -1.9686
H -1.494745 2.203067 -4.139886 1.5517 1.1155 1.5849
H 3.878726 1.047173 -0.758931 -3.2013 -0.2950 2.1846
H 0.439901 -3.830263 0.221739 0.4268 1.5121 0.8595
```
Positions in Å, forces in eV/Å.

# 2
# C2H3CuO

A structure of composition C2H3CuO at a distorted geometry (ωB97M-V with the def2-TZVPD basis set, OMol25).

Properties
- orbital gap (alpha / beta) (eV) = 6.24 / 6.24
- charge = -1
- spin multiplicity = 2

Structure (XYZ):
```
7
Properties=species:S:1:pos:R:3:forces:R:3
Cu 2.148254 -0.820525 -0.006967 -0.8136 0.3433 -0.0188
O 0.326010 0.303980 0.134164 0.1954 -0.1354 -0.2481
C -0.940924 0.449929 0.202078 0.5805 -0.0181 0.3067
C -1.819896 -0.564788 -0.317087 0.3007 1.1868 0.8357
H -2.864931 -0.246453 -0.417152 0.3178 -0.2504 0.3095
H -1.624711 -0.485743 1.075353 -0.6387 -0.5009 -1.5154
H -1.437579 -1.217975 -1.116386 0.0579 -0.6253 0.3303
```
Positions in Å, forces in eV/Å.

# 3
# C5H9N

The molecule C5H9N at a distorted geometry (ωB97M-V with the def2-TZVPD basis set, OMol25).

Properties
- orbital gap (eV) = 9.93
- charge = 0
- structure (SMILES) = C1CC1N1CC1

Structure (XYZ):
```
15
Properties=species:S:1:pos:R:3:forces:R:3
N -0.809161 -0.448747 -0.280738 0.1633 0.1667 -0.1472
C 0.866449 1.053529 -1.381500 0.0533 0.0770 -0.1908
C -0.498500 -1.606879 0.534450 0.2228 -0.2284 -0.0362
C -1.623372 -0.715397 0.886475 -0.0891 0.3003 -0.2421
C 1.447350 0.762037 -0.018544 0.2360 -0.0169 0.1453
C -0.033786 0.757726 -0.233246 0.0453 0.1606 0.0347
H 1.937363 -0.197727 0.118423 -0.0530 0.1574 -0.0366
H -0.604391 1.588937 0.178714 0.1719 -0.1036 -0.0929
H -0.672956 -2.578914 0.079300 0.0692 0.1868 -0.0109
H 0.934118 0.268339 -2.129308 0.0413 0.1296 0.1227
H 0.381143 -1.547794 1.174773 -0.1687 -0.0158 -0.0131
H 0.898937 2.065827 -1.771326 0.0624 -0.1358 0.0790
H 1.873681 1.579189 0.554344 0.0086 -0.1180 -0.1024
H -1.483191 -0.101587 1.779948 -0.1719 -0.0402 -0.2975
H -2.613685 -0.878540 0.508233 -0.5917 -0.5196 0.7879
```
Positions in Å, forces in eV/Å.

# 4
# C3H10N2O2

A cluster of 2 separate species, C3H10N2O2 in total at a distorted geometry (ωB97M-V with the def2-TZVPD basis set, OMol25).

Properties
- orbital gap (eV) = 10.09
- charge = 0
- structure (SMILES) = C[C@@H](N)C(N)=O.O

Structure (XYZ):
```
17
Properties=species:S:1:pos:R:3:forces:R:3
O -1.080514 -2.151628 -2.043202 -2.6178 0.3808 -0.7435
O -0.581727 1.020324 -0.929515 1.0879 0.7960 -2.5722
N -1.695305 0.245936 0.773014 1.5996 -2.0891 3.6861
N 1.603472 1.610957 0.906947 1.2994 -0.8202 2.5600
C 1.527994 -0.948037 0.476711 3.3838 1.7384 2.1532
C -0.467262 0.532656 0.145254 -1.8228 0.3356 2.2129
C 0.855697 0.366025 0.948406 -1.5443 -0.4709 -1.3934
H -1.824719 -2.450497 -2.673853 1.8558 0.6344 1.4548
H 2.257691 -0.727599 -0.316766 -0.3914 -0.1608 0.0945
H -2.565533 0.377802 0.303753 -0.0743 0.1648 -0.4718
H -1.750270 -0.252201 1.737815 0.2116 1.3529 -2.5999
H 0.514805 0.191796 1.955421 0.0923 0.1562 0.5997
H 0.942202 -1.759943 0.221730 -1.6829 -1.3423 -0.6746
H 1.756154 2.107252 0.063760 -0.0749 -0.1753 -1.0376
H 2.487630 1.551957 1.486035 -1.5480 0.1184 -1.1896
H -1.516572 -1.393077 -1.565462 0.8182 -0.9776 -0.7010
H 2.140807 -1.297178 1.387339 -0.5924 0.3584 -1.3776
```
Positions in Å, forces in eV/Å.

# 5
# C4H5NO2

The molecule C4H5NO2 (ωB97M-V with the def2-TZVPD basis set, OMol25).

Properties
- orbital gap (eV) = 8.68
- charge = 0

Structure (XYZ):
```
12
Properties=species:S:1:pos:R:3:forces:R:3
O -0.307184 -0.111988 1.921304 0.2674 -0.1926 -0.2223
O 1.149230 1.636332 1.826983 -0.1637 0.1620 0.3827
N -0.097965 0.898161 0.024034 0.3334 -0.0917 0.1442
C -0.602892 -0.402922 -0.272134 -0.0133 -0.3165 0.0502
C -0.410362 -0.899060 -1.667408 -0.1461 -0.0903 -0.1382
C -0.812225 -1.145619 0.852829 0.0602 0.4766 -0.2418
C 0.197987 0.877540 1.301411 -0.0189 -0.2553 -0.2085
H -1.230037 -0.694917 -2.360858 0.0228 0.0148 0.0714
H -0.247168 -1.977836 -1.610582 -0.1679 0.1171 -0.1072
H 0.257189 1.580590 -0.626874 0.1001 -0.1301 0.0415
H 1.550484 1.071152 2.507458 -0.0561 0.4301 0.2136
H 0.510459 -0.460603 -2.080804 -0.2180 -0.1241 0.0145
```
Positions in Å, forces in eV/Å.

# 6
# C39H43GeN6NiOS

A structure of composition C39H43GeN6NiOS (ωB97M-V with the def2-TZVPD basis set, OMol25).

Properties
- orbital gap (alpha / beta) (eV) = 3.64 / 4.56
- charge = -1
- spin multiplicity = 3

Structure (XYZ):
```
92
Properties=species:S:1:pos:R:3:forces:R:3
Ge -1.089118 -0.029014 -2.681390 0.6145 -0.1911 -0.1985
Ni 0.332512 0.270322 0.165852 0.3148 0.2211 0.1618
S 0.723428 -2.313981 -1.538804 0.4936 -0.2651 -0.0031
O -0.966238 0.541804 1.770813 -0.5278 -0.1457 0.3748
N 3.304531 -2.674531 -2.136719 -0.0954 0.0712 -0.0449
N -3.083002 -0.836201 0.316633 -0.1593 0.1741 0.0616
N -5.537301 -0.155542 -0.761719 0.1255 -0.2847 0.5762
N 2.979722 -1.055494 -0.547014 0.2232 0.2118 0.3370
N 1.081120 2.063970 0.880970 -0.0450 -0.1431 0.0360
N 2.209883 -0.155165 0.137849 0.1369 0.1386 0.1605
C -3.711261 1.189153 -3.460553 -0.0184 0.1135 -0.1633
C 2.120752 3.740447 2.833464 0.0029 -0.0572 -0.0118
C 1.013751 4.146122 2.056694 0.0797 -0.0384 -0.0389
C 0.535305 3.251805 1.118347 0.0633 -0.1506 0.0525
C 3.105334 1.130839 -4.811141 -0.0840 -0.0101 0.0495
C 2.821231 0.493675 1.162496 0.0332 -0.2036 -0.4375
C -2.775464 -3.490551 -5.672776 0.0207 0.0996 0.0937
C -1.903962 2.734527 -3.637209 -0.0419 -0.0217 0.0236
C -2.440403 1.923559 3.065660 0.0325 0.1523 0.1401
C -3.441995 0.560683 0.167316 -0.0603 -0.1221 -0.0520
C 2.461358 -1.888296 -1.354133 -0.2728 0.0328 -0.0469
C 2.836065 1.464168 -3.490302 -0.1523 -0.0585 -0.0494
C 2.211581 1.688059 1.572716 -0.0493 0.2029 -0.0405
C -1.872796 -1.474740 -3.891330 0.0617 -0.2168 -0.0604
C -2.318245 -0.574752 3.404837 0.0660 -0.1851 -0.0272
C -1.771151 -1.864378 3.124493 -0.0766 -0.0288 0.0590
C 2.714753 2.529214 2.601971 -0.1099 0.1666 0.0311
C -0.281202 -1.265551 -0.693892 -0.9243 0.2545 -0.2727
C -3.346593 -0.516528 4.388880 -0.0417 -0.1779 0.0393
C -2.734773 -2.160699 -6.076441 0.0365 -0.0069 0.1471
C 0.917010 0.125528 -4.982667 0.0307 0.0307 0.1817
C -4.939279 0.683375 0.354311 0.1575 -0.1214 -0.1267
C -2.804381 3.742208 -3.983894 -0.0289 -0.1631 0.0381
C 2.142155 0.460253 -5.555323 -0.1020 0.0124 0.1267
C -4.623950 2.186048 -3.802205 0.1927 -0.0065 0.0538
C -3.643055 -1.684030 -0.707737 0.0637 0.3200 0.0689
C -3.292757 -2.923793 4.693629 0.1074 0.1540 -0.1177
C -3.815988 -1.667483 5.008027 0.1596 0.0356 -0.1437
C 0.617337 0.446656 -3.652173 0.1990 0.1058 -0.0191
C -1.947717 -2.822317 -3.505908 -0.0376 0.0733 -0.0869
C -4.167740 3.476755 -4.061811 0.0681 -0.1266 0.0422
C 4.104141 0.034957 1.788552 0.0040 0.0915 -0.0450
C -2.297762 -1.173321 -5.195501 0.0485 -0.1455 0.1556
C -2.329845 1.428318 -3.370716 -0.2021 0.1261 0.3156
C -5.153863 -1.617230 -0.606192 0.0602 0.1202 0.0075
C -2.251515 -2.996048 3.747389 -0.0912 0.1445 0.0709
C 1.609490 1.123302 -2.924522 -0.1168 -0.1059 -0.4083
C -1.861315 0.574416 2.707740 0.5102 -0.0732 -0.1130
C -2.389945 -3.817580 -4.377587 0.0030 0.1351 0.0484
H -3.345067 -1.396869 -1.732971 -0.0194 -0.0931 0.1001
H 4.061528 1.381684 -5.255224 0.0051 -0.0042 -0.0022
H -5.479977 -1.935921 0.382114 -0.1049 0.0652 0.0152
H 4.884970 0.802257 1.716505 -0.0705 -0.0725 0.0116
H -1.815816 -3.961686 3.507485 -0.0125 0.0527 -0.0116
H -0.969901 -1.930150 2.395929 -0.0709 0.0100 0.0053
H -3.778156 0.439820 4.663334 0.0196 -0.0449 0.0027
H -2.061408 -0.941629 0.328231 -0.0191 -0.1298 -0.0690
H -3.309409 -2.709450 -0.544857 -0.0150 0.0236 -0.0559
H 0.540327 5.108616 2.194081 -0.0107 -0.0391 0.0146
H -5.662382 -2.183807 -1.383705 -0.0225 0.0350 -0.0745
H -5.237624 0.237411 1.301035 -0.1101 -0.0128 0.0191
H -3.526943 1.973936 2.884101 0.0889 0.0320 0.0755
H -3.035528 -1.891129 -7.082247 -0.0131 0.0164 -0.0095
H 1.431810 1.368574 -1.888926 -0.0158 0.0468 0.2318
H -2.441994 4.740710 -4.201229 0.0205 -0.0168 0.0171
H -2.424933 -4.852272 -4.045515 0.0172 0.1062 -0.0184
H -2.915167 1.153211 0.913933 -0.1899 -0.1337 -0.3165
H -3.672619 -3.817557 5.175178 0.0440 0.0310 -0.0083
H -6.538087 -0.030808 -0.844741 -0.1962 -0.0262 0.0520
H 2.496690 4.386864 3.618861 0.0191 -0.0080 -0.0205
H 2.349556 0.185088 -6.582736 -0.0098 -0.0082 -0.0298
H -1.648354 -3.104036 -2.500125 0.0071 0.0496 -0.0828
H -4.067624 0.163108 -3.335438 0.0344 0.0808 -0.0570
H 3.961164 -0.192582 2.851189 0.0042 0.0197 -0.0547
H -5.101108 0.177968 -1.618138 0.0812 0.2075 -0.4281
H 4.242439 -2.745859 -1.773385 0.0258 0.0155 0.0563
H -5.683754 1.958966 -3.889280 0.0457 -0.0039 -0.0177
H 2.906902 -3.558097 -2.410660 -0.0200 -0.0665 -0.0115
H 0.193248 -0.413788 -5.582920 -0.0084 -0.0162 -0.0019
H -1.945822 2.685212 2.460009 -0.0450 -0.0284 0.0589
H -0.840763 2.963863 -3.583064 -0.1253 -0.0155 -0.0120
H 3.583640 1.973610 -2.891323 -0.0466 -0.0311 -0.0038
H -4.593135 -1.585864 5.760744 -0.0374 0.0175 -0.0205
H -4.864243 4.258878 -4.338197 0.0035 0.0012 0.0087
H -0.345234 3.494024 0.531248 -0.0294 -0.0574 -0.0124
H -3.186304 0.976494 -0.822432 0.0426 0.0169 0.0091
H -2.281726 2.168109 4.125623 -0.0481 0.0012 -0.1490
H 4.455835 -0.856894 1.286412 0.0568 -0.1242 -0.0512
H -3.104698 -4.262000 -6.359175 -0.0043 0.0054 0.0042
H 3.559220 2.203086 3.192972 0.0098 0.0194 0.0137
H -2.288317 -0.141576 -5.532641 0.0435 -0.0264 -0.0175
H -5.316196 1.701433 0.260670 0.0039 -0.0334 -0.1053
```
Positions in Å, forces in eV/Å.

# 7
# CH20NiO13

A structure of composition CH20NiO13 at a distorted geometry (ωB97M-V with the def2-TZVPD basis set, OMol25).

Properties
- orbital gap (alpha / beta) (eV) = 7.75 / 7.18
- charge = 0
- spin multiplicity = 3

Structure (XYZ):
```
35
Properties=species:S:1:pos:R:3:forces:R:3
Ni 13.976895 -24.029040 -9.338703 -0.4971 -2.1891 -2.7319
O 13.741966 -26.122841 -9.637673 1.0720 -0.7816 2.7563
O 13.777867 -28.096117 -13.202605 0.1602 0.0917 0.0788
O 15.746152 -27.710505 -10.883985 0.4220 0.3456 0.2345
O 14.868823 -24.019400 -12.866810 0.3013 0.1581 0.2453
O 12.966055 -24.760376 -10.952909 -0.6856 3.6736 -1.3272
O 12.812624 -27.893848 -7.338785 0.0095 0.1528 0.1040
O 14.017671 -22.131525 -10.086725 0.1581 0.5723 0.2189
O 11.423991 -26.238306 -13.859212 -0.1960 0.2776 0.1441
O 12.266113 -26.852682 -11.196324 0.5426 0.5412 0.3697
O 9.481351 -26.482397 -10.357751 0.0282 0.1725 0.2591
O 11.247743 -29.397355 -11.332851 0.0886 -0.0279 -0.1578
O 10.951620 -22.858512 -10.917533 0.0870 0.1918 0.2411
O 15.909353 -24.204062 -10.182541 0.2471 -0.1092 1.0790
C 12.958017 -25.991220 -10.642638 -0.2468 -0.9449 0.5370
H 11.858552 -27.819611 -7.434249 -0.0094 -0.0656 -0.0326
H 10.425931 -26.304961 -10.451133 -0.0757 -0.2122 -0.2377
H 11.722416 -26.460391 -12.961891 -0.1567 0.0796 -0.2654
H 9.053043 -25.648010 -10.571746 -0.0441 -0.0333 -0.0465
H 12.019744 -25.541734 -14.147411 0.1160 -0.1110 -0.0666
H 11.526229 -28.472498 -11.425175 -0.2503 -0.4478 0.2585
H 16.529975 -23.853644 -10.832998 -0.4425 0.1042 -0.4153
H 13.315117 -21.500019 -10.276654 -0.3014 -0.2534 0.2050
H 15.526023 -27.353450 -11.753178 -0.1916 -0.2767 -0.0948
H 13.169099 -27.504488 -8.147496 -0.0038 -0.0200 -0.1319
H 13.832740 -29.055366 -13.161414 -0.0068 -0.0209 0.0496
H 14.330062 -24.436736 -12.171428 -0.1158 0.1223 -0.3298
H 10.699442 -29.406037 -10.544310 -0.0507 0.0429 -0.0138
H 14.838647 -21.642043 -10.215623 0.1336 -0.1919 0.0635
H 15.212391 -27.199058 -10.258611 -0.1111 -0.2406 -0.2024
H 16.440026 -24.783892 -9.619070 -0.0080 -0.2567 -0.1983
H 13.184357 -27.855756 -12.473897 0.2524 -0.2085 -0.2445
H 11.408308 -22.098332 -11.285211 -0.2563 0.0164 -0.3075
H 14.361081 -23.250102 -13.138410 -0.0787 -0.0840 -0.1201
H 11.374551 -23.625008 -11.333181 0.1098 -0.0676 0.0798
```
Positions in Å, forces in eV/Å.

# 8
# C3H8IN3

A structure of composition C3H8IN3 at a distorted geometry (ωB97M-V with the def2-TZVPD basis set, OMol25).

Properties
- orbital gap (alpha / beta) (eV) = 6.25 / 6.55
- charge = 0
- spin multiplicity = 3

Structure (XYZ):
```
15
Properties=species:S:1:pos:R:3:forces:R:3
I -1.612322 -1.327747 1.308936 -1.5899 -3.2736 1.2206
N -0.895300 0.477870 0.494030 4.9032 2.7812 -2.5307
N 1.182762 -1.141193 0.371992 1.0327 -0.6706 -1.0216
N 1.790569 -1.711052 -0.488551 -0.8120 0.3193 1.0389
C -0.637884 1.458783 1.564275 -0.4015 -1.6131 1.7149
C -0.239681 -0.258452 -1.751664 0.0920 -2.0795 0.5175
C 0.181060 0.338117 -0.446016 -2.2707 1.5228 1.9640
H 2.289362 -2.558150 -0.156004 0.1746 0.1503 0.1137
H 0.216834 1.216539 2.275550 -0.1909 0.7026 -1.6375
H -0.834554 2.394281 1.149500 1.1951 2.0398 -0.7170
H -1.239996 0.027071 -2.000282 -0.5363 0.4030 -0.1231
H -0.272903 -1.380950 -1.639754 -0.1063 1.0226 -0.1187
H 0.413151 -0.089820 -2.582368 0.5273 0.4238 -0.2855
H 1.074432 1.046224 -0.436104 -1.4405 -0.7348 0.2310
H -1.415530 1.508479 2.336461 -0.5767 -0.9939 -0.3667
```
Positions in Å, forces in eV/Å.

no.,DFT total energy (eV)
1,-69998.4431
2,-48805.3579
3,-6818.5632
4,-10348.0506
5,-9811.0078
6,-160518.2397
7,-69021.8983
8,-15805.8319